Formula: C4H5Br3
Source: the OMol25 dataset
Level of theory: ωB97M-V with the def2-TZVPD basis set

Structure (ORCA input):
```
! RIJCOSX wB97M-V def2-TZVPD def2/J DEFGRID3
* xyz 0 1
C -0.1374 1.3482 0.1930
C -0.7584 0.5756 -1.0242
Br -2.2523 -0.6125 -0.4572
C 0.3101 -0.3554 -1.8965
Br 1.8032 0.6267 -2.4911
C 0.1873 -1.6393 -2.1741
Br 1.3766 -2.6523 -3.2930
H 0.4157 0.5667 0.7328
H 0.5431 2.1447 -0.1830
H -0.7345 1.9054 0.8834
H -1.2069 1.2189 -1.7519
H -0.4930 -2.1617 -1.6954
*
```

Summary:
LUMO level = 0.5 eV
SMILES = C[C@H](Br)/C(Br)=C/Br
frontier orbital gap = 10.08 eV

Formula: C4H5BrCl2
Source: the OMol25 dataset
Level of theory: ωB97M-V with the def2-TZVPD basis set

Structure (ORCA input):
```
! RIJCOSX wB97M-V def2-TZVPD def2/J DEFGRID3
* xyz 0 1
C 0.8959 -0.2458 -2.2440
C 1.3242 -0.2412 -0.9724
Cl 2.0066 1.2561 -0.2988
Cl 1.5449 -1.5930 -0.0235
H 0.8480 0.5478 -2.9628
H 0.4748 -1.1271 -2.5547
C -1.4236 -0.3624 1.1098
C -1.0756 0.5261 2.0261
Br -0.8021 2.3948 1.6136
H -1.5270 -0.1465 0.0002
H -1.4868 -1.3201 1.3503
H -0.7794 0.3112 2.9561
*
```

Summary:
LUMO level = 0.7 eV
SMILES = C=C(Cl)Cl.C=CBr
frontier orbital gap = 10.17 eV

Formula: C4H5BrO2
Source: the OMol25 dataset
Level of theory: ωB97M-V with the def2-TZVPD basis set

Structure (ORCA input):
```
! RIJCOSX wB97M-V def2-TZVPD def2/J DEFGRID3
* xyz 0 1
C 0.3396 1.7543 0.0484
C -0.0526 0.5979 0.9767
C 0.3894 -0.4312 -0.0588
C -0.5971 -1.3150 -0.7242
O 0.3575 2.9300 0.2317
O 0.6628 1.0917 -1.0588
Br 2.1155 -1.1458 0.1421
H 0.4719 0.5788 1.9303
H -1.1279 0.5783 1.1415
H -0.2516 -1.6486 -1.6998
H -1.5484 -0.8004 -0.8371
H -0.7590 -2.1899 -0.0921
*
```

Summary:
LUMO level = 0.4 eV
frontier orbital gap = 10.58 eV

Formula: C4H5CaO
Source: the OMol25 dataset
Level of theory: ωB97M-V with the def2-TZVPD basis set

Structure (ORCA input):
```
! RIJCOSX wB97M-V def2-TZVPD def2/J DEFGRID3
* xyz 2 2
C -1.6925 -0.1284 1.3141
C -0.6988 0.4600 0.6407
C -0.1912 0.4734 -0.6432
C 1.2821 0.5180 -0.4720
O 1.7870 -0.4571 -1.1783
Ca 2.0355 -2.4142 -1.6246
H -2.0268 0.2682 2.2748
H -2.2416 -0.9703 0.8847
H -0.7317 0.1833 -1.5433
H 1.7164 1.5107 -0.6560
H 0.7616 0.5564 1.0032
*
```

Summary:
<S²> = 0.776
LUMO level (spin up / spin down) = -9.6 / -10.4 eV
frontier orbital gap (spin up / spin down) = 7.64 / 7.73 eV

Formula: C4H5CeLiO3
Source: the OMol25 dataset
Level of theory: ωB97M-V with the def2-TZVPD basis set

Structure (ORCA input):
```
! RIJCOSX wB97M-V def2-TZVPD def2/J DEFGRID3
* xyz 2 3
Ce 0.5277 2.7630 0.2295
O 1.3517 0.2965 -0.0509
C 2.6311 -0.3554 -0.1367
H 2.8094 -0.9532 0.7624
H 2.6300 -0.9752 -1.0387
H 3.3549 0.4590 -0.2106
C -2.9049 0.6292 -0.2326
C -1.7434 -0.0293 -0.2963
O -0.7192 0.6269 0.4991
C 0.2593 -0.4231 0.1806
O 0.2093 -1.6227 0.3403
Li -1.7048 -2.1611 0.3189
H -3.8165 0.0316 -0.2947
H -2.8847 1.7137 -0.0704
*
```

Summary:
<S²> = 2.001
LUMO level (spin up / spin down) = -8.6 / -8.6 eV
frontier orbital gap (spin up / spin down) = 6.68 / 6.62 eV

Formula: C4H5Cl2NO3
Source: the OMol25 dataset
Level of theory: ωB97M-V with the def2-TZVPD basis set

Structure (ORCA input):
```
! RIJCOSX wB97M-V def2-TZVPD def2/J DEFGRID3
* xyz 0 1
C -0.0859 0.8930 -0.4000
C 2.3170 0.2500 0.1235
C 0.9245 -0.1125 -0.5350
C -2.0063 -0.1476 -0.2839
N -1.9582 -0.5279 1.1736
O -0.2783 2.0119 -0.3677
O -2.4556 0.2630 1.9247
O -1.2960 -1.5326 1.4625
Cl -3.1911 0.9910 -0.5646
Cl -1.9311 -1.6260 -1.3185
H 2.2833 0.5122 1.2531
H 2.9549 -0.6987 -0.2001
H 2.8415 1.0628 -0.4745
H 1.2770 -0.2165 -1.6412
H 0.6042 -1.1222 -0.1521
*
```

Summary:
LUMO level = -0.1 eV
frontier orbital gap = 9.02 eV

Formula: C4H5Cl3CrN
Source: the OMol25 dataset
Level of theory: ωB97M-V with the def2-TZVPD basis set

Structure (ORCA input):
```
! RIJCOSX wB97M-V def2-TZVPD def2/J DEFGRID3
* xyz 0 4
Cr 4.5919 4.9787 5.6138
Cl 6.1615 3.5664 6.6968
Cl 5.4175 7.2369 5.7118
Cl 2.6262 4.9779 6.8896
N 4.8122 5.4449 2.8397
C 5.3317 4.2717 3.2865
C 4.3654 3.4536 3.7892
C 3.1201 4.1814 3.6802
C 3.4894 5.4328 3.2200
H 5.2704 6.1626 2.2965
H 6.3505 4.0400 3.0130
H 4.5135 2.4123 4.0346
H 2.1168 3.8452 3.8967
H 2.9208 6.3289 3.0196
*
```

Summary:
<S²> = 3.853
LUMO level (spin up / spin down) = -2.5 / -0.8 eV
frontier orbital gap (spin up / spin down) = 7.58 / 9.34 eV

Formula: C4H5Cl3CuN
Source: the OMol25 dataset
Level of theory: ωB97M-V with the def2-TZVPD basis set

Structure (ORCA input):
```
! RIJCOSX wB97M-V def2-TZVPD def2/J DEFGRID3
* xyz 0 3
Cu 1.2073 -0.1972 -0.8183
Cl 3.4388 0.2265 0.3215
Cl 1.0060 0.3565 -3.3003
Cl 1.0899 -2.7484 -1.1669
N -1.1650 -0.8156 0.4173
C -0.3544 -0.3630 1.3896
C -0.1624 0.9690 1.2249
C -0.6920 1.3378 0.0016
C -1.2128 0.1724 -0.5246
H -1.3579 -1.8012 0.3103
H -0.0346 -1.0084 2.1943
H 0.5138 1.5098 1.8705
H -0.6038 2.3247 -0.4280
H -1.6732 0.0370 -1.4921
*
```

Summary:
<S²> = 2.026
LUMO level (spin up / spin down) = 0.0 / -4.6 eV
frontier orbital gap (spin up / spin down) = 10.40 / 5.21 eV